# C3H3Br2P

2 unconnected molecules or ions with the total composition C3H3Br2P in a non-equilibrium geometry (ωB97M-V with the def2-TZVPD basis set, OMol25).

Energy above the lowest of the compared OMol25 structures with the same formula, charge and spin: 243.75 kJ/mol
Energy: -152529.889 eV
HOMO energy (spin up / spin down): -8.19 / -8.17 eV
Orbital gap (spin up / spin down): 6.91 / 7.51 eV
LUMO level (spin up / spin down): -0.04696 / -0.02428 hartree

```
! wB97M-V def2-TZVPD RIJCOSX def2/J DEFGRID3
* xyz 0 1
C 0.296 1.413 0.402
C 0.390 0.207 0.323
C 0.087 -1.123 0.032
P -0.914 -0.690 3.190
Br 1.207 -1.114 3.515
Br -0.946 1.432 2.934
H 0.406 2.409 0.574
H -0.694 -1.362 -0.740
H 0.797 -1.877 0.364
*
```

Here are the Mulliken charges for atoms 1 to 5, given in e: -0.081, -0.109, -0.912, 0.144, -0.109

=====

# C37H33AgN8P2SSe3

A molecular structure, C37H33AgN8P2SSe3 (ωB97M-V with the def2-TZVPD basis set, OMol25).

Energy above the lowest of the compared OMol25 structures with the same formula, charge and spin: 0.11 kJ/mol
Energy: -280280.461 eV
HOMO energy: -2.15 eV
Orbital gap: 5.94 eV
LUMO level: 0.13897 hartree

```
! wB97M-V def2-TZVPD RIJCOSX def2/J DEFGRID3
* xyz -2 1
Ag 2.933 2.529 0.588
C 0.013 2.127 5.834
C -0.549 1.349 4.650
N -0.810 2.182 3.497
C 0.088 2.453 2.501
S 1.738 2.058 2.782
N -0.484 3.002 1.435
N 0.400 3.372 0.479
C -0.049 3.823 -0.632
C -1.505 3.974 -0.969
C 0.974 4.203 -1.639
C 0.605 4.907 -2.789
C 1.571 5.253 -3.716
C 2.889 4.894 -3.479
C 3.173 4.200 -2.312
N 2.251 3.862 -1.421
H 0.192 1.460 6.684
H -0.681 2.911 6.149
H 0.957 2.591 5.551
H -1.498 0.880 4.923
H 0.140 0.548 4.371
H -1.763 2.252 3.179
H -2.091 3.475 -0.203
H -1.721 3.515 -1.935
H -1.803 5.028 -1.001
H -0.432 5.169 -2.947
H 1.297 5.798 -4.613
H 3.686 5.140 -4.168
H 4.190 3.908 -2.071
Se -2.118 -0.943 2.358
P -2.033 -0.993 0.250
C -3.551 -0.279 -0.449
C -4.445 -1.010 -1.214
C -5.620 -0.419 -1.669
C -5.896 0.902 -1.360
C -4.997 1.637 -0.591
C -3.834 1.050 -0.132
C -1.968 -2.692 -0.417
C -2.422 -3.769 0.337
C -2.346 -5.056 -0.174
C -1.812 -5.272 -1.438
C -1.359 -4.200 -2.194
C -1.437 -2.911 -1.686
C -0.735 -0.126 -0.613
C 0.668 -0.082 -0.636
N 1.008 0.754 -1.633
N -0.100 1.196 -2.195
N -1.163 0.693 -1.602
P 2.061 -1.038 -0.036
Se 3.943 -0.061 -0.130
C 1.717 -1.789 1.580
C 0.828 -2.850 1.713
C 0.611 -3.434 2.951
C 1.271 -2.945 4.068
C 2.154 -1.880 3.943
C 2.385 -1.308 2.702
C 2.084 -2.447 -1.211
C 1.890 -2.158 -2.563
C 1.989 -3.162 -3.512
C 2.277 -4.466 -3.126
C 2.481 -4.756 -1.786
C 2.394 -3.749 -0.833
H -4.231 -2.041 -1.466
H -6.315 -0.995 -2.268
H -6.808 1.364 -1.718
H -5.202 2.674 -0.355
H -3.128 1.618 0.465
H -2.804 -3.579 1.334
H -2.689 -5.894 0.421
H -1.735 -6.280 -1.829
H -0.920 -4.364 -3.169
H -1.065 -2.073 -2.263
H 0.309 -3.237 0.845
H -0.097 -4.249 3.044
H 1.091 -3.389 5.040
H 2.659 -1.485 4.815
H 3.079 -0.487 2.586
H 1.676 -1.137 -2.860
H 1.841 -2.924 -4.559
H 2.349 -5.251 -3.870
H 2.716 -5.768 -1.478
H 2.577 -3.980 0.208
Se 7.771 4.570 -0.659
C 6.160 3.987 -0.047
N 5.131 3.623 0.348
*
```

Here are the Mulliken charges for atoms 1 to 5, given in e: 0.269, -1.324, -0.254, -0.213, 0.150

=====

# C25H33LuN4O2PS

A molecular structure, C25H33LuN4O2PS in a non-equilibrium geometry (ωB97M-V with the def2-TZVPD basis set, OMol25).

Energy: -90204.786 eV
HOMO energy: -14.27 eV
Orbital gap: 1.73 eV
LUMO level: -0.46082 hartree

```
! wB97M-V def2-TZVPD RIJCOSX def2/J DEFGRID3
* xyz 3 1
C -5.239 0.911 4.918
O -4.799 2.248 4.483
C -3.760 2.800 5.392
C -2.376 3.140 4.519
C -1.434 1.774 4.300
C -1.757 1.144 2.825
C -0.633 0.107 2.238
C -0.061 -1.203 3.095
P -0.627 -1.596 4.906
S -2.515 -2.086 4.952
C 1.030 -2.271 2.456
C 1.601 -3.611 3.201
C 0.925 -5.062 2.715
C 1.461 -6.404 3.490
N 2.498 -6.492 4.575
C 3.098 -5.174 4.971
C 2.730 -3.683 4.385
C 1.548 -1.966 0.933
C 1.033 -0.678 -0.002
N 1.601 -0.618 -1.393
C 0.972 0.563 -2.076
C 1.408 0.793 -3.675
C 2.498 1.994 -3.890
C 3.100 1.875 -5.430
C 2.016 2.231 -6.606
N 1.001 1.140 -6.884
C 1.524 0.087 -7.839
C -0.306 1.717 -7.446
C -1.701 1.022 -6.843
O -0.327 2.728 -8.347
C -0.087 1.634 -1.462
N -0.597 1.513 -0.055
C -0.050 0.324 0.685
H -6.080 0.946 5.763
H -5.740 0.299 4.025
H -4.308 0.249 5.257
H -4.177 3.861 5.741
H -3.571 2.064 6.282
H -1.776 3.997 5.068
H -2.743 3.600 3.492
H -0.280 2.004 4.466
H -1.859 1.004 5.107
H -2.763 0.510 2.941
H -2.035 2.035 2.099
H -0.320 -0.414 5.722
H 0.232 -2.650 5.447
H 0.087 -5.037 1.876
H 0.961 -7.434 3.151
H 3.911 -5.199 5.845
H 3.220 -2.668 4.737
H 2.342 -2.722 0.463
H 1.872 -0.235 -4.060
H 0.395 0.930 -4.251
H 1.935 3.011 -3.703
H 3.404 1.813 -3.164
H 3.994 2.627 -5.546
H 3.454 0.764 -5.620
H 1.520 3.290 -6.397
H 2.638 2.376 -7.615
H 0.580 -0.482 -8.294
H 2.200 0.513 -8.693
H 2.139 -0.755 -7.271
H -1.943 0.037 -7.451
H -2.622 1.777 -6.877
H -1.441 0.776 -5.706
H -0.487 2.532 -2.116
Lu 3.489 -2.318 2.189
*
```

Here are the Mulliken charges for atoms 1 to 5, given in e: -0.374, -0.360, -0.508, -0.728, 0.140

=====

# C3H8NO

2 unconnected molecules or ions with the total composition C3H8NO in a non-equilibrium geometry (ωB97M-V with the def2-TZVPD basis set, OMol25).

Energy above the lowest of the compared OMol25 structures with the same formula, charge and spin: 115.81 kJ/mol
Energy: -6776.792 eV
HOMO energy: -2.41 eV
Orbital gap: 6.94 eV
LUMO level: 0.16613 hartree

```
! wB97M-V def2-TZVPD RIJCOSX def2/J DEFGRID3
* xyz -1 1
C -2.164 -0.212 1.334
O -0.921 -0.211 0.793
H -2.932 0.362 0.758
H -2.192 0.305 2.338
H -2.601 -1.220 1.528
C 1.241 1.122 -0.952
C 1.589 -1.137 -0.749
N 2.090 -0.059 -1.187
H 1.345 1.783 -1.817
H 0.195 0.851 -0.764
H 1.684 1.622 -0.089
H 2.094 -2.096 -0.866
H 0.572 -1.110 -0.327
*
```

Here are the Mulliken charges for atoms 1 to 5, given in e: -0.744, -0.756, 0.189, 0.168, 0.177

=====

# C17H19N

2 unconnected molecules or ions with the total composition C17H19N in a non-equilibrium geometry (ωB97M-V with the def2-TZVPD basis set, OMol25).

Energy above the lowest of the compared OMol25 structures with the same formula, charge and spin: 176.06 kJ/mol
Energy: -19426.078 eV
HOMO energy: -7.77 eV
Orbital gap: 8.57 eV
SMILES string: CCc1c[nH]c2ccccc12.Cc1ccccc1
LUMO level: 0.02928 hartree

```
! wB97M-V def2-TZVPD RIJCOSX def2/J DEFGRID3
* xyz 0 1
C 0.416 2.204 -3.495
C 0.556 1.487 -2.155
C -0.576 1.627 -1.148
C -1.883 1.265 -1.261
N -2.532 1.448 -0.049
C -1.592 1.889 0.898
C -1.692 2.337 2.230
C -0.574 2.887 2.826
C 0.591 3.172 2.066
C 0.722 2.597 0.835
C -0.386 2.037 0.246
H -0.039 1.498 -4.218
H 1.338 2.041 -4.064
H -0.026 3.174 -3.427
H 0.724 0.408 -2.172
H 1.521 1.800 -1.704
H -2.427 0.885 -2.103
H -3.190 0.797 0.380
H -2.659 2.236 2.759
H -0.685 2.982 3.903
H 1.200 3.952 2.507
H 1.660 2.701 0.298
C -0.168 -3.406 2.489
C 0.322 -3.106 1.099
C 1.595 -2.586 0.942
C 2.177 -2.415 -0.314
C 1.410 -2.639 -1.456
C 0.111 -3.070 -1.279
C -0.494 -3.256 -0.045
H -1.190 -3.765 2.479
H -0.090 -2.486 3.104
H 0.441 -4.132 3.004
H 2.241 -2.601 1.818
H 3.242 -2.342 -0.392
H 1.907 -2.515 -2.407
H -0.510 -3.366 -2.122
H -1.460 -3.741 -0.075
*
```

Here are the Mulliken charges for atoms 1 to 5, given in e: -1.312, 0.013, 0.442, -0.725, -0.194

=====

# C2H5N3OS

C2H5N3OS in the gas phase in a non-equilibrium geometry (ωB97M-V with the def2-TZVPD basis set, OMol25).

Energy above the lowest of the compared OMol25 structures with the same formula, charge and spin: 154.70 kJ/mol
Energy: -19507.347 eV
HOMO energy: -9.55 eV
Orbital gap: 9.88 eV
SMILES string: NC(=O)N/C=N/S
LUMO level: 0.01215 hartree

```
! wB97M-V def2-TZVPD RIJCOSX def2/J DEFGRID3
* xyz 0 1
N -1.385 1.232 -0.267
C -1.637 -0.031 -0.062
O -2.819 -0.443 0.158
N -0.601 -0.929 -0.339
C 0.700 -0.685 -0.094
N 1.383 0.345 -0.279
S 3.197 -0.011 -0.083
H -0.444 1.628 -0.092
H -2.056 1.909 0.103
H -0.970 -1.895 -0.343
H 1.302 -1.705 0.102
H 3.330 0.585 1.197
*
```

Here are the Mulliken charges for atoms 1 to 5, given in e: -0.388, 0.373, -0.648, -0.111, 0.149

=====

# C3H6N3O

A gas-phase ion, C3H6N3O (charge +1) in a non-equilibrium geometry (ωB97M-V with the def2-TZVPD basis set, OMol25).

Energy above the lowest of the compared OMol25 structures with the same formula, charge and spin: 316.76 kJ/mol
Energy: -9715.447 eV
HOMO energy: -14.48 eV
Orbital gap: 9.81 eV
SMILES string: ON1C=[NH+]N=CC1
LUMO level: -0.17170 hartree

```
! wB97M-V def2-TZVPD RIJCOSX def2/J DEFGRID3
* xyz 1 1
O 1.119 1.781 0.849
N 0.461 0.705 0.234
C 0.349 0.537 -1.083
N -0.328 -0.473 -1.548
N -1.129 -1.307 -0.719
C -1.011 -1.247 0.531
C -0.151 -0.168 1.210
H 1.685 1.973 0.096
H 1.147 1.108 -1.708
H -0.366 -0.849 -2.507
H -1.559 -1.961 1.109
H -0.939 0.403 1.870
H 0.724 -0.502 1.667
*
```

Here are the Mulliken charges for atoms 1 to 5, given in e: -0.307, 0.123, 0.123, 0.091, -0.534

=====

# C30H68I2N5O9P2

3 unconnected molecules or ions with the total composition C30H68I2N5O9P2 in a non-equilibrium geometry (ωB97M-V with the def2-TZVPD basis set, OMol25).

Energy: -92860.300 eV
HOMO energy: -11.50 eV
Orbital gap: 7.95 eV
LUMO level: -0.13048 hartree

```
! wB97M-V def2-TZVPD RIJCOSX def2/J DEFGRID3
* xyz 1 1
C 1.834 1.517 -1.070
C 1.045 0.692 -0.368
C -0.347 0.280 -0.844
N -1.125 1.372 -1.447
C -1.788 2.278 -0.475
C -0.972 3.596 -0.387
C -1.679 4.642 0.524
C -3.039 5.111 -0.027
C -2.927 6.000 -1.286
N -4.182 5.990 -2.087
C -1.979 0.954 -2.473
N -3.133 0.168 -2.380
C -4.401 0.879 -2.164
C -5.575 0.487 -3.094
C -4.821 1.068 -0.649
C -6.270 0.665 -0.303
C -7.285 1.823 -0.570
C -2.959 -1.268 -2.276
I -4.454 -2.416 -1.225
C -2.675 -2.072 -3.603
C -3.735 -1.931 -4.700
I -0.644 -1.796 -4.287
N -1.676 1.417 -3.647
O -2.459 1.129 -4.720
C -0.502 2.271 -3.941
N -0.853 3.101 -5.096
H 1.985 1.465 -2.151
H 2.333 2.330 -0.536
H 1.438 0.305 0.576
H -0.220 -0.533 -1.580
H -0.868 -0.158 0.024
H -2.737 2.584 -0.926
H -1.911 1.838 0.522
H -0.977 4.051 -1.389
H 0.056 3.414 -0.069
H -1.017 5.523 0.493
H -1.716 4.274 1.555
H -3.725 4.284 -0.266
H -3.503 5.735 0.750
H -2.130 5.638 -1.952
H -2.756 7.043 -0.996
H -3.962 5.811 -3.061
H -4.774 5.214 -1.805
H -4.199 1.927 -2.471
H -6.114 -0.411 -2.794
H -6.290 1.319 -3.051
H -5.236 0.460 -4.137
H -4.161 0.452 -0.019
H -4.680 2.105 -0.318
H -6.601 -0.288 -0.721
H -6.296 0.530 0.788
H -6.969 2.492 -1.377
H -8.311 1.458 -0.674
H -7.286 2.439 0.342
H -2.043 -1.452 -1.699
H -2.720 -3.115 -3.276
H -3.633 -2.812 -5.351
H -3.612 -1.063 -5.351
H -4.753 -2.001 -4.297
H -3.298 1.605 -4.588
H -0.230 2.935 -3.126
H 0.366 1.662 -4.233
H -0.680 2.604 -5.960
H -0.340 3.972 -5.055
O 1.551 0.624 4.164
P 1.993 -0.078 5.415
O 3.094 0.954 6.052
C 2.671 2.247 6.469
C 1.797 2.186 7.709
O 2.997 -1.211 4.795
C 3.026 -1.491 3.400
C 4.082 -0.658 2.701
O 1.906 -1.003 6.805
C 0.618 -1.304 7.359
C -0.361 -1.820 6.324
H 2.150 2.755 5.653
H 3.575 2.816 6.687
H 0.817 1.758 7.470
H 1.633 3.183 8.120
H 2.253 1.558 8.474
H 2.041 -1.344 2.954
H 3.268 -2.550 3.289
H 3.988 0.403 2.936
H 4.017 -0.782 1.617
H 5.078 -0.963 3.027
H 0.216 -0.418 7.859
H 0.775 -2.063 8.126
H -0.607 -1.041 5.591
H -1.291 -2.134 6.798
H 0.062 -2.664 5.776
O 5.874 -3.238 0.062
P 4.964 -4.064 -0.791
O 3.509 -3.322 -0.594
C 3.351 -1.985 -1.036
C 3.352 -1.873 -2.551
O 4.737 -5.369 0.163
C 5.562 -5.608 1.304
C 4.955 -5.003 2.554
O 4.426 -4.984 -2.081
C 5.206 -5.004 -3.286
C 6.677 -5.262 -3.029
H 4.129 -1.351 -0.601
H 2.391 -1.640 -0.648
H 4.353 -2.058 -2.955
H 3.047 -0.872 -2.865
H 2.678 -2.607 -2.996
H 6.574 -5.241 1.136
H 5.634 -6.691 1.422
H 4.697 -3.953 2.410
H 5.645 -5.080 3.395
H 4.030 -5.524 2.812
H 5.070 -4.063 -3.828
H 4.797 -5.798 -3.911
H 7.133 -4.430 -2.479
H 7.217 -5.373 -3.970
H 6.814 -6.164 -2.432
*
```

Here are the Mulliken charges for atoms 1 to 5, given in e: -0.895, -0.642, -0.151, 1.919, 0.028